Entry 1:
Below is a 5-piece molecular cluster, C17H18F4I2NO14 overall in a non-equilibrium geometry, with properties calculated with wB97M-V/def2-TZVPD.

Summary:
Energy   -75148.0791 eV
Max |F|   0.0500 Eh/bohr
E_LUMO   1.53 eV
2S+1   1
Net charge   -1
HOMO energy   -0.1511 hartree

XYZ file:
```
56
C17H18F4I2NO14 | OMol25 | wB97M-V/def2-TZVPD
C -0.843 4.332 3.183
C -1.317 5.313 2.089
I -1.691 7.326 2.796
C -1.520 5.010 0.804
I -1.155 2.961 0.160
N -1.990 5.884 -0.217
C -1.018 6.958 -0.582
C 0.479 6.634 -0.281
O 1.123 7.527 0.305
O 1.053 5.558 -0.638
H -0.259 4.886 3.952
H -0.228 3.497 2.797
H -1.746 3.928 3.708
H -2.140 5.321 -1.050
H -1.151 7.145 -1.677
H -1.297 7.885 -0.038
C 0.761 0.455 -2.323
C 0.963 -0.880 -1.674
O -0.286 -1.522 -1.867
C -0.800 -0.996 -3.019
O -1.698 -1.479 -3.630
O -0.151 0.139 -3.380
F 1.184 -0.752 -0.338
H 0.301 1.182 -1.651
H 1.686 0.874 -2.713
H 1.752 -1.481 -2.119
C 4.821 -2.543 0.431
C 4.576 -3.682 -0.517
O 3.785 -3.089 -1.526
C 4.146 -1.771 -1.559
O 3.886 -1.030 -2.448
O 4.843 -1.420 -0.448
F 3.857 -4.672 0.075
H 4.013 -2.421 1.156
H 5.763 -2.640 0.968
H 5.481 -4.102 -0.961
C -6.057 1.437 2.469
C -5.561 2.315 1.354
O -4.593 3.120 1.993
C -4.095 2.371 3.016
O -3.090 2.615 3.594
O -4.895 1.299 3.283
F -6.551 3.113 0.880
H -6.854 1.909 3.048
H -6.406 0.468 2.116
H -5.098 1.774 0.525
C 2.202 -7.216 -0.405
C 1.529 -7.339 -1.742
O 1.606 -8.728 -2.007
C 1.608 -9.344 -0.787
O 1.398 -10.498 -0.621
O 1.877 -8.461 0.213
F 2.217 -6.674 -2.702
H 3.287 -7.125 -0.490
H 1.825 -6.378 0.177
H 0.484 -7.021 -1.753
```

***

Entry 2:
Below is C17H18F5LiNO3S3Te as an isolated structure, with properties calculated with wB97M-V/def2-TZVPD.

Summary:
Energy   -79148.9600 eV
Relative energy (zero: lowest compared OMol25 entry of this formula, charge and spin)   0.2602 eV
Max |F|   0.0163 Eh/bohr
E_LUMO   2.18 eV
2S+1   1
Net charge   -1
HOMO energy   -0.1737 hartree

XYZ file:
```
49
C17H18F5LiNO3S3Te | OMol25 | wB97M-V/def2-TZVPD
Li 1.858 1.454 -1.811
O 0.579 2.359 -0.435
S 0.043 1.970 0.899
C 0.573 0.226 1.092
C -0.404 -0.866 1.502
C -1.353 -1.411 0.411
C -1.050 -1.150 -1.062
S 0.518 -1.631 -1.869
O 1.329 -0.372 -2.012
C 1.354 -2.559 -0.580
C 0.824 -3.772 -0.157
C 1.494 -4.505 0.811
C 2.694 -4.037 1.334
C 3.231 -2.841 0.879
C 2.565 -2.098 -0.086
C -1.731 1.792 0.772
C -2.440 1.638 1.959
C -3.815 1.472 1.910
C -4.469 1.485 0.682
C -3.758 1.680 -0.495
C -2.379 1.848 -0.450
H 1.410 0.287 1.787
H 0.995 0.034 0.109
H -1.007 -0.531 2.347
H 0.204 -1.689 1.886
H -2.355 -0.999 0.560
H -1.460 -2.487 0.562
H -1.072 -0.093 -1.329
H -1.808 -1.610 -1.699
H -0.102 -4.141 -0.583
H 1.083 -5.446 1.153
H 3.215 -4.612 2.088
H 4.172 -2.480 1.274
H 2.968 -1.161 -0.450
H -1.921 1.654 2.911
H -4.377 1.341 2.827
H -5.543 1.349 0.643
H -4.236 1.673 -1.466
H -1.823 2.005 -1.367
S -1.498 -0.927 -4.531
C -2.561 0.161 -3.877
N -3.311 0.911 -3.391
F 4.095 5.295 -1.011
Te 3.290 3.700 -0.496
F 5.057 3.294 -0.028
F 3.005 1.996 0.375
F 1.720 4.674 -0.773
F 3.042 4.287 1.243
O 3.152 2.835 -2.058
```

***

Entry 3:
Below is a 2-piece molecular cluster, C17H18N2O4 overall in a non-equilibrium geometry, with properties calculated with wB97M-V/def2-TZVPD.

Summary:
Energy   -29085.7855 eV
Relative energy (zero: lowest compared OMol25 entry of this formula, charge and spin)   7.2589 eV
Max |F|   0.0707 Eh/bohr
E_LUMO   -0.81 eV
2S+1   1
Net charge   0
HOMO energy   -0.2645 hartree

XYZ file:
```
41
C17H18N2O4 | OMol25 | wB97M-V/def2-TZVPD
C 5.139 -2.002 -0.201
O 4.119 -2.189 0.803
C 3.163 -1.234 0.952
C 2.167 -1.485 1.932
C 1.119 -0.613 2.079
C 1.012 0.568 1.300
C -0.107 1.446 1.509
C -0.178 2.748 1.106
N -1.187 3.576 1.607
O -1.358 4.744 1.157
O -1.901 3.091 2.526
C 2.045 0.837 0.368
C 3.097 -0.049 0.178
H 5.757 -2.897 -0.112
H 4.701 -1.937 -1.208
H 5.737 -1.102 0.008
H 2.260 -2.395 2.522
H 0.348 -0.808 2.826
H -0.917 1.048 2.118
H 0.521 3.195 0.402
H 2.001 1.753 -0.218
H 3.860 0.151 -0.579
C -2.644 3.011 -1.503
C -2.724 1.648 -0.820
C -1.676 0.747 -1.131
N -1.869 -0.628 -1.070
C -2.564 -1.214 -0.032
C -2.668 -2.589 0.058
C -2.094 -3.408 -0.913
C -1.402 -2.800 -1.968
C -1.280 -1.430 -2.027
O -3.664 1.363 -0.054
H -1.636 3.206 -1.890
H -3.352 3.041 -2.344
H -2.917 3.801 -0.796
H -0.852 1.085 -1.761
H -3.020 -0.522 0.665
H -3.204 -2.995 0.912
H -2.152 -4.491 -0.842
H -0.927 -3.388 -2.751
H -0.752 -0.882 -2.808
```

***

Entry 4:
Below is one molecule with the formula C17H18N2O5S in a non-equilibrium geometry, with properties calculated with wB97M-V/def2-TZVPD.

Summary:
Energy   -41973.8635 eV
Relative energy (zero: lowest compared OMol25 entry of this formula, charge and spin)   1.4492 eV
SMILES string   Cc1ccc(S(=O)(=O)NCCC(=O)Nc2ccc3c(c2)OCO3)cc1
Max |F|   0.0242 Eh/bohr
E_LUMO   0.34 eV
2S+1   1
Net charge   0
HOMO energy   -0.2728 hartree

XYZ file:
```
43
C17H18N2O5S | OMol25 | wB97M-V/def2-TZVPD
C 2.361 1.492 -6.397
C 1.523 1.274 -5.177
C 0.184 0.909 -5.295
C -0.600 0.730 -4.170
C -0.041 0.919 -2.921
C 1.282 1.285 -2.777
C 2.061 1.462 -3.907
H 3.096 1.753 -3.805
H 1.678 1.443 -1.786
S -1.048 0.641 -1.475
O -0.364 1.160 -0.322
O -2.396 1.039 -1.731
N -1.079 -1.007 -1.267
H -1.748 -1.479 -1.851
C 0.177 -1.695 -1.057
H 0.891 -0.944 -0.713
H 0.557 -2.115 -1.999
C 0.038 -2.815 -0.028
C -0.117 -2.426 1.446
O 0.007 -3.287 2.294
N -0.392 -1.125 1.690
C -0.570 -0.495 2.930
C -0.787 0.881 2.909
C -0.971 1.608 4.079
C -0.931 0.913 5.264
C -0.713 -0.464 5.286
C -0.530 -1.198 4.140
H -0.362 -2.259 4.168
O -0.719 -0.903 6.585
C -0.943 0.241 7.379
O -1.077 1.374 6.550
H -0.092 0.386 8.066
H -1.863 0.105 7.970
H -1.139 2.672 4.060
H -0.804 1.392 1.958
H -0.483 -0.486 0.909
H -0.828 -3.432 -0.279
H 0.916 -3.463 -0.079
H -1.643 0.464 -4.243
H -0.244 0.768 -6.276
H 3.408 1.287 -6.192
H 2.278 2.531 -6.717
H 2.027 0.862 -7.217
```

***

Entry 5:
Below is one molecule with the formula C17H18N4O, with properties calculated with wB97M-V/def2-TZVPD.

Summary:
Energy   -25928.0511 eV
Relative energy (zero: lowest compared OMol25 entry of this formula, charge and spin)   2.7109 eV
SMILES string   COc1ccc(N2CCN(c3ncccc3C#N)CC2)cc1
Max |F|   0.0193 Eh/bohr
E_LUMO   0.39 eV
2S+1   1
Net charge   0
HOMO energy   -0.2688 hartree

XYZ file:
```
40
C17H18N4O | OMol25 | wB97M-V/def2-TZVPD
C -2.112 -2.340 5.345
H -1.292 -1.897 5.921
O -2.711 -1.402 4.489
C -1.934 -0.821 3.522
C -0.589 -1.087 3.305
C 0.100 -0.436 2.298
C -0.518 0.515 1.484
C -1.877 0.764 1.704
C -2.568 0.106 2.699
H -3.615 0.307 2.863
H -2.405 1.484 1.101
N 0.177 1.146 0.466
C -0.520 1.910 -0.544
H -1.362 1.318 -0.912
C 0.458 2.188 -1.700
N 1.383 1.094 -1.832
C 1.294 0.075 -2.713
N 2.299 -0.809 -2.655
C 2.363 -1.803 -3.514
C 1.436 -2.009 -4.526
C 0.364 -1.140 -4.588
C 0.258 -0.087 -3.676
C -0.916 0.682 -3.761
N -1.919 1.231 -3.886
H -0.414 -1.267 -5.328
H 1.538 -2.824 -5.222
H 3.209 -2.465 -3.384
C 2.298 0.999 -0.710
H 3.190 1.608 -0.897
C 1.576 1.479 0.563
H 2.019 1.015 1.440
H 1.691 2.569 0.675
H 2.604 -0.044 -0.622
H 1.047 3.089 -1.491
H -0.086 2.357 -2.626
H -0.906 2.868 -0.160
H 1.137 -0.694 2.143
H -0.059 -1.809 3.906
H -2.898 -2.660 6.029
H -1.739 -3.210 4.794
```

***

Which of these has the highest energy? C17H18N4O

***

Which formula does entry 2 have? C17H18F5LiNO3S3Te

***

What did the fifth record say?
Below is one molecule with the formula C17H18N4O, with properties calculated with wB97M-V/def2-TZVPD.

Summary:
Energy   -25928.0511 eV
Relative energy (zero: lowest compared OMol25 entry of this formula, charge and spin)   2.7109 eV
SMILES string   COc1ccc(N2CCN(c3ncccc3C#N)CC2)cc1
Max |F|   0.0193 Eh/bohr
E_LUMO   0.39 eV
2S+1   1
Net charge   0
HOMO energy   -0.2688 hartree

XYZ file:
```
40
C17H18N4O | OMol25 | wB97M-V/def2-TZVPD
C -2.112 -2.340 5.345
H -1.292 -1.897 5.921
O -2.711 -1.402 4.489
C -1.934 -0.821 3.522
C -0.589 -1.087 3.305
C 0.100 -0.436 2.298
C -0.518 0.515 1.484
C -1.877 0.764 1.704
C -2.568 0.106 2.699
H -3.615 0.307 2.863
H -2.405 1.484 1.101
N 0.177 1.146 0.466
C -0.520 1.910 -0.544
H -1.362 1.318 -0.912
C 0.458 2.188 -1.700
N 1.383 1.094 -1.832
C 1.294 0.075 -2.713
N 2.299 -0.809 -2.655
C 2.363 -1.803 -3.514
C 1.436 -2.009 -4.526
C 0.364 -1.140 -4.588
C 0.258 -0.087 -3.676
C -0.916 0.682 -3.761
N -1.919 1.231 -3.886
H -0.414 -1.267 -5.328
H 1.538 -2.824 -5.222
H 3.209 -2.465 -3.384
C 2.298 0.999 -0.710
H 3.190 1.608 -0.897
C 1.576 1.479 0.563
H 2.019 1.015 1.440
H 1.691 2.569 0.675
H 2.604 -0.044 -0.622
H 1.047 3.089 -1.491
H -0.086 2.357 -2.626
H -0.906 2.868 -0.160
H 1.137 -0.694 2.143
H -0.059 -1.809 3.906
H -2.898 -2.660 6.029
H -1.739 -3.210 4.794
```